The following is a DFT calculation (ωB97M-V/def2-TZVPD) of C15H21CrN8OS as an isolated structure.

Each line ends with the Löwdin spin population.
Atoms and positions in Å:
Cr 0.2805 -0.5866 0.2181  3.771
N -0.1570 2.7975 2.8000  0.004
C 0.2152 1.5258 2.6654  0.013
N -0.0685 1.1292 1.4401  0.015
C -0.6305 2.2386 0.8602  0.007
N -0.6937 3.2702 1.6617  0.000
C -1.0692 2.2097 -0.5430  0.005
C -1.6376 3.2985 -1.1882  0.001
N -2.0057 3.2310 -2.4622  0.002
C -1.8050 2.0794 -3.0895  0.001
C -1.2471 0.9800 -2.4465  0.007
N -0.8851 1.0469 -1.1724  0.040
H -0.0785 3.3973 3.6063  0.000
H 0.6786 0.9420 3.4428  0.002
H -1.7923 4.2337 -0.6644  0.000
H -2.0992 2.0215 -4.1300  0.000
H -1.0863 0.0392 -2.9591  0.001
O 2.1173 0.0348 -0.1151  0.039
N 2.9367 -0.7147 -0.8626  0.007
C 4.1863 -0.2335 -1.0487  0.004
C 5.0986 -0.9252 -1.7918  0.002
C 4.7178 -2.1449 -2.3572  0.006
C 3.4444 -2.6140 -2.1567  0.000
C 2.5189 -1.8880 -1.3936  0.012
S 0.9000 -2.4270 -1.1264  0.016
H 4.3683 0.7139 -0.5663  0.000
H 6.0895 -0.5189 -1.9265  0.000
H 5.4197 -2.7161 -2.9489  0.000
H 3.1140 -3.5517 -2.5788  -0.001
C -2.0661 -4.6731 2.5813  0.000
C -2.5400 -3.5606 1.6534  0.002
C -3.7655 -2.8698 2.2405  0.000
C -2.8540 -4.1375 0.2698  0.000
N -1.4169 -2.5941 1.6146  0.014
N -1.6085 -1.4834 0.7268  0.015
H -2.8444 -5.4273 2.6938  0.000
H -1.8218 -4.2724 3.5650  0.000
H -1.1788 -5.1667 2.1777  0.000
H -4.5772 -3.5876 2.3585  0.000
H -4.1390 -2.0740 1.5909  0.000
H -3.5345 -2.4474 3.2192  0.000
H -3.6050 -4.9230 0.3536  0.000
H -1.9602 -4.5735 -0.1827  0.000
H -3.2669 -3.3932 -0.4168  0.000
H -0.5808 -3.0735 1.2918  0.005
H -2.2057 -0.8190 1.2106  0.004
H -2.1069 -1.7647 -0.1198  0.004

As for the expectation value of S²: 6.015. The spin multiplicity is 5. As for the HOMO-LUMO gap (alpha / beta): 7.5 / 8.1 eV. The charge is +1.

***

The following is a DFT calculation (ωB97M-V/def2-TZVPD) of a 3-piece molecular cluster, C4H13NO3 overall.

Each line ends with the natural charge from an NBO analysis.
Atoms and positions in Å:
C -1.3520 -0.1439 2.3073  -0.611
C 0.0586 -0.5863 1.8569  -0.236
N 0.0222 -0.7658 0.4092  -0.625
C 1.1567 -0.9982 -0.3772  0.711
C 2.2363 -1.7791 0.2917  -0.727
O 1.1032 -0.6288 -1.5355  -0.643
H -1.9335 -1.0647 2.4253  0.213
H -1.8666 0.3963 1.5282  0.208
H -1.3853 0.4906 3.1890  0.218
H 0.6763 0.2429 2.2053  0.190
H 0.2159 -1.6072 2.2447  0.206
H -0.5585 -0.0721 -0.0595  0.390
H 2.5456 -1.2751 1.2146  0.237
H 1.8573 -2.7721 0.5332  0.245
H 3.0964 -1.8728 -0.3928  0.245
O -2.6415 2.7637 -2.4557  -0.951
H -2.5380 3.3712 -1.7109  0.453
H -1.6894 2.6591 -2.6856  0.493
O -0.0093 1.5038 -2.9676  -0.982
H 0.2779 0.7279 -2.4345  0.498
H 0.7278 1.4106 -3.5862  0.468

As for the structure (SMILES): CCNC(C)=O.O.O. As for the HOMO-LUMO gap: 10.7 eV. The charge is 0.

***

The following is a DFT calculation (ωB97M-V/def2-TZVPD) of C27H44O27 as an isolated structure.

Each line ends with the Mulliken charge.
Atoms and positions in Å:
C -1.1277 -1.9597 3.1940  -0.537
C -1.3704 -2.0212 1.7128  -0.291
O -0.6095 -0.9922 1.2170  0.066
C -0.2136 -0.2142 2.2092  -0.285
O 0.2756 0.9367 2.0655  -0.204
O -0.6260 -0.7365 3.3430  -0.427
H -0.6533 -2.8554 3.5948  0.051
H -2.1185 -1.8717 3.6399  0.565
H -2.4354 -2.0646 1.4847  0.169
H -0.9734 -3.0078 1.4735  0.303
C -0.4532 0.3157 -1.8201  1.161
C -0.7394 0.7050 -0.3937  2.175
O 0.5146 0.5906 0.1872  0.857
C 1.3900 -0.0595 -0.6234  -0.752
O 2.5777 -0.2414 -0.2182  -0.100
O 0.8399 -0.2754 -1.7784  -0.696
H -0.4365 1.2860 -2.3166  -1.787
H -1.2142 -0.3290 -2.2598  -0.615
H -1.3601 -0.0640 0.0660  -0.110
H -1.0659 1.7297 -0.2161  -0.666
C -3.2463 4.1834 0.0416  -0.743
C -2.8431 3.4600 -1.2514  -0.792
O -2.3076 2.3144 -0.7016  0.012
C -2.5090 2.2185 0.6534  -0.169
O -2.0514 1.3382 1.3571  -0.201
O -2.9623 3.2717 1.0824  -0.458
H -4.3223 4.3182 -0.0682  0.383
H -2.7426 5.1315 0.2300  0.432
H -2.0028 3.8928 -1.7940  0.591
H -3.7482 3.1369 -1.7658  0.377
C -0.9142 1.0237 -4.5475  0.010
C -1.7338 2.2390 -4.1529  0.869
O -3.0081 1.9142 -4.6831  -0.378
C -3.1254 0.6612 -4.7359  0.729
O -4.2518 0.1590 -4.9000  -0.653
O -1.9927 0.0127 -4.5582  -0.290
H -0.0596 0.7805 -3.9161  0.149
H -0.5468 1.1134 -5.5697  0.385
H -1.3109 3.1104 -4.6528  0.445
H -1.8065 2.5285 -3.1045  -0.834
C 1.8773 -3.2226 -1.6992  -0.208
C 2.7766 -2.0436 -1.2013  0.610
O 3.8096 -2.7872 -0.6807  -0.432
C 3.4886 -4.0171 -0.5057  0.644
O 4.1957 -4.8308 0.1145  -0.691
O 2.2773 -4.2654 -0.8354  -0.412
H 1.9493 -3.5280 -2.7430  0.418
H 0.7953 -3.1065 -1.6369  0.080
H 2.2236 -1.5231 -0.4193  -0.653
H 3.0739 -1.4628 -2.0744  0.512
C 1.7662 1.9069 1.4037  -0.930
O 2.9272 1.1905 1.6541  0.092
C 3.9471 1.6155 2.3621  0.517
O 4.1277 2.7314 2.7061  -0.587
O 4.8759 0.6703 2.7592  -0.424
C 4.8020 -0.6748 2.4532  -0.233
H 1.0366 1.2555 0.9225  0.956
H 2.0574 2.6385 0.6500  0.561
H 1.2510 2.2758 2.2906  0.403
H 5.0099 -0.9438 1.4175  0.228
H 3.9356 -1.1765 2.8842  0.084
H 5.7280 -0.9876 2.9358  0.437
C -5.0353 -2.2078 -0.8524  -0.768
O -3.6410 -2.7308 -0.7652  -0.265
C -2.7816 -2.2077 -1.6066  0.698
O -2.8670 -1.4846 -2.6509  -0.583
O -1.5771 -2.8883 -1.3630  -0.297
C -0.5210 -2.7073 -2.2778  0.181
H -5.7648 -2.3608 -0.0571  0.293
H -5.3608 -2.7154 -1.7604  0.360
H -5.0312 -1.1578 -1.1451  0.272
H 0.2993 -3.4144 -2.1549  -0.151
H -0.1676 -1.7065 -2.0298  -0.449
H -0.7697 -2.7224 -3.3389  0.461
C -0.9326 3.7608 2.4104  -1.022
O 0.0318 3.3484 1.4734  -0.116
C -0.1063 3.7420 0.0997  0.838
O -0.9656 4.4632 -0.2849  -0.588
O 1.0693 3.4289 -0.4990  -0.194
C 1.3717 3.6459 -1.8557  -0.691
H -1.0346 2.8747 3.0369  0.285
H -1.9190 4.0924 2.0862  0.588
H -0.4561 4.5108 3.0417  0.296
H 2.4565 3.5767 -1.7751  0.370
H 0.9549 4.6152 -2.1291  0.318
H 0.9517 2.8035 -2.4053  -0.006
C 1.0930 -3.7672 5.0679  -0.720
O 1.6814 -2.7983 4.2501  -0.281
C 1.7671 -2.9041 2.9467  0.473
O 1.5319 -3.8695 2.2152  -0.647
O 2.1903 -1.6578 2.5454  -0.782
C 2.3598 -1.3496 1.1933  -1.057
H 1.9364 -4.0913 5.6775  0.297
H 0.7838 -4.6377 4.4893  0.370
H 0.2496 -3.2808 5.5581  0.241
H 2.4911 -0.2678 1.2188  0.154
H 1.6871 -1.6636 0.3951  0.877
H 3.3776 -1.6649 0.9636  1.530

As for the HOMO-LUMO gap: 7.2 eV. The charge is 0.

***

The following is a DFT calculation (ωB97M-V/def2-TZVPD) of an isolated ion of composition C2H8FN2O2 and charge +1.

Each line ends with the natural charge from an NBO analysis.
Atoms and positions in Å:
C 0.1310 1.9517 0.0941  -0.411
N -0.4556 0.6153 -0.3848  -0.559
C 0.2714 -0.6635 -0.2631  0.764
N -1.0931 -1.6273 0.4923  -0.862
O 0.6018 -1.0774 -1.4628  -0.687
O 1.4170 -0.5130 0.5858  -0.136
F 1.1148 -0.3175 1.8733  -0.087
H 0.0765 2.1150 1.1484  0.256
H 1.1286 1.8312 -0.3822  0.242
H -0.4085 2.7079 -0.5256  0.244
H -0.7313 0.7184 -1.3817  0.460
H -1.3607 0.5606 0.0364  0.463
H -0.8574 -2.5866 0.2563  0.368
H -0.8933 -1.6897 1.5190  0.377
H 1.0590 -2.0249 -1.6056  0.569

As for the structure (SMILES): C[NH2+][C@@](N)(O)OF. As for the HOMO-LUMO gap: 11.5 eV. The charge is +1.

***

The following is a DFT calculation (ωB97M-V/def2-TZVPD) of C4H7ClINO as an isolated structure.

Each line ends with the natural charge from an NBO analysis.
Atoms and positions in Å:
C -0.2245 -2.4766 0.1192  0.838
C 1.6139 0.8378 -0.4576  -0.625
C 0.1004 0.9380 -0.7653  -0.445
C -0.6948 0.8847 0.5876  -0.281
N -1.0537 -2.6889 0.9369  -0.749
O 0.7606 -2.5596 -0.4447  -0.491
Cl -0.3528 2.2793 1.5518  0.002
I -2.8878 0.9347 0.0593  0.017
H 2.1691 0.9078 -1.3894  0.224
H 1.9833 1.5238 0.2418  0.222
H 1.8374 -0.1826 -0.0606  0.218
H -0.4070 0.1364 -1.3988  0.225
H -0.2520 1.8780 -1.1090  0.218
H -0.6362 -0.0223 1.2183  0.222
H -1.9560 -2.3906 0.9103  0.405

As for the HOMO-LUMO gap: 9.7 eV. The charge is 0.

***

The following is a DFT calculation (ωB97M-V/def2-TZVPD) of a 2-piece molecular cluster, C6H14NO overall.

Each line ends with the natural charge from an NBO analysis.
Atoms and positions in Å:
O 1.3755 0.3829 0.7728  -0.314
C 0.7473 1.3815 0.8401  0.289
C -0.6090 1.6641 0.2622  0.340
C -1.0445 1.0416 -0.9490  -0.581
C -0.8541 -0.4854 -1.0048  -0.401
C -1.3260 -1.2273 0.2696  -0.402
C -2.7067 -0.8072 0.7787  -0.618
N 4.7768 -0.8836 -0.3386  -1.072
H 1.1466 2.2695 1.3735  0.183
H -0.9592 2.6753 0.4751  0.237
H -0.4677 1.5341 -1.7636  0.385
H -2.0866 1.3105 -1.1322  0.296
H 0.1893 -0.7433 -1.1657  0.247
H -1.4470 -0.8848 -1.8248  0.246
H -0.5807 -1.0591 1.0488  0.201
H -1.3183 -2.2896 0.0463  0.244
H -2.8719 0.2417 0.6052  0.172
H -3.4957 -1.3533 0.2737  0.237
H -2.8155 -0.9215 1.8538  0.237
H 5.7353 -0.6407 -0.1347  0.370
H 4.3446 -0.0871 -0.7855  0.347
H 4.2674 -1.1185 0.4993  0.358

As for the HOMO-LUMO gap: 3.6 eV. The charge is +1.

***

The following is a DFT calculation (ωB97M-V/def2-TZVPD) of a 2-piece molecular cluster, C3H11N3 overall.

Each line ends with the natural charge from an NBO analysis.
Atoms and positions in Å:
C -1.8419 0.0529 -0.6349  -0.449
C -0.9306 -1.5896 0.8641  -0.289
C 2.6280 -0.1890 -0.4245  -0.860
N -0.4007 1.8566 0.4043  -0.714
N -0.9431 -0.3355 0.3933  -0.109
N -0.1206 0.5896 0.9790  -0.201
H -2.8362 0.4012 -0.2818  0.219
H -1.4382 0.6864 -1.3672  0.246
H -2.0101 -0.7799 -1.3227  0.216
H -0.2390 -2.0735 1.4564  0.204
H -1.3856 -2.3070 0.1149  0.167
H 1.7384 -0.4198 -1.0017  0.208
H 3.1486 0.7298 -0.7677  0.212
H 2.3613 -0.1790 0.6435  0.230
H 3.1650 -1.1004 -0.5316  0.207
H 0.3838 2.4676 0.5458  0.372
H -1.2791 2.1896 0.9311  0.340

As for the HOMO-LUMO gap (alpha / beta): 8.0 / 8.2 eV. The charge is 0.

***

The following is a DFT calculation (ωB97M-V/def2-TZVPD) of C24H37Br2N4O2Tl as an isolated structure.

Each line ends with the natural charge from an NBO analysis.
Atoms and positions in Å:
Tl -4.2491 2.7932 0.9985  0.968
C -0.3576 0.7853 -0.8044  -0.655
C -1.3575 0.6114 0.3173  -0.098
O -1.5607 1.7250 1.0826  -0.620
H -0.2473 -0.1556 -1.3564  0.226
H 0.6569 0.9970 -0.4594  0.209
H -0.7285 1.4502 -1.5868  0.214
H -1.0149 -0.2426 0.9317  0.195
H -2.3399 0.2966 -0.0872  0.199
C -5.9294 -2.0734 1.2478  -0.424
C -4.9318 -2.1631 2.4265  -0.425
C -4.0621 -0.8942 2.2073  -0.090
O -4.7046 -0.0390 1.2457  -0.608
C -6.0234 -0.5866 0.9893  -0.083
H -6.9020 -2.4852 1.5077  0.242
H -5.5187 -2.5134 0.3410  0.211
H -4.3790 -3.0951 2.3509  0.224
H -5.4790 -2.1046 3.3654  0.218
H -3.1035 -1.3553 1.9634  0.186
H -4.0103 -0.3560 3.1536  0.180
H -6.1661 -0.5266 -0.0915  0.199
H -6.7861 -0.0613 1.5633  0.184
Br -2.6482 1.8822 -6.4212  0.023
C -2.0386 0.9188 -4.8326  -0.462
C -1.4641 -0.3813 -5.2889  -0.411
Br -1.1973 -1.6400 -3.7676  -0.063
H -2.9450 0.6860 -4.2730  0.225
H -1.4544 1.5797 -4.2016  0.217
H -0.4914 -0.3595 -5.7704  0.238
H -2.1605 -0.9342 -5.9094  0.241
N 2.3575 1.5114 -5.8788  -0.499
C 3.3751 0.6764 -5.4655  -0.025
C 3.0097 0.1920 -4.2279  -0.301
C 1.7978 0.7867 -3.8588  -0.323
C 1.4425 1.6534 -4.8942  -0.050
H 2.2375 1.9573 -6.7725  0.430
H 4.2381 0.5392 -6.0928  0.234
H 3.6467 -0.4813 -3.6769  0.231
H 1.1961 0.5534 -2.9967  0.223
H 0.6233 2.3478 -4.9776  0.217
N 2.8763 3.3398 -0.7279  -0.509
C 3.5237 2.2605 -0.1979  0.038
C 4.1763 2.6584 0.9634  -0.271
C 3.9931 4.0306 1.0437  -0.248
C 3.0457 4.4179 0.0865  0.049
H 2.2509 3.4280 -1.5119  0.438
H 3.4456 1.2736 -0.6248  0.230
H 4.7378 2.1455 1.7244  0.245
H 4.3807 4.6716 1.8212  0.244
H 2.6351 5.3781 -0.1762  0.235
N 0.9163 -4.5313 1.2322  -0.510
C 1.5443 -5.3001 2.1628  0.043
C 1.8374 -4.5024 3.2715  -0.276
C 1.6001 -3.1755 2.8797  -0.266
C 0.9731 -3.2270 1.6201  0.001
H 0.4602 -4.9524 0.4413  0.435
H 1.6629 -6.3611 2.0151  0.237
H 2.1906 -4.8324 4.2331  0.249
H 1.7133 -2.2793 3.4651  0.235
H 0.6666 -2.4250 0.9695  0.214
N 1.2524 0.7205 5.0837  -0.509
C 2.5418 1.0536 5.3465  0.046
C 3.2631 0.6778 4.2390  -0.283
C 2.3760 0.3837 3.1896  -0.262
C 1.1074 0.3674 3.7628  0.014
H 0.5079 0.7173 5.7600  0.433
H 2.8799 1.4173 6.3016  0.244
H 4.3274 0.8052 4.1069  0.239
H 2.6521 0.1654 2.1727  0.234
H 0.1319 0.1796 3.3464  0.229

As for the HOMO-LUMO gap: 2.0 eV. The charge is +2.

***

In order of appearance, strongest force on any atom = 0.21, 2.28, 15.63, 5.82, 3.42, 2.46, 4.83, 2.09 eV/A.
In order of appearance, calculated total energy = -69116.154, -11991.698, -83961.293, -11984.066, -28421.637, -9975.860, -7755.317, -180299.807 eV.